C8H14N2O4 | the ωB97M-V functional and the def2-TZVPD basis

Element x y z (Å)
N  -1.598  1.858  -0.008
C  -1.521  0.506  0.540
C  -2.981  0.119  0.658
O  -3.454  0.133  -0.728
C  -0.860  -0.448  -0.466
O  -1.535  -1.315  -1.079
N  0.440  -0.641  -0.448
C  1.082  -1.853  -0.714
C  2.367  -1.682  -0.111
C  2.336  -0.526  1.042
C  1.245  0.278  0.257
C  1.898  1.530  -0.508
O  3.113  1.850  -0.599
O  0.908  2.296  -0.928
H  -1.842  2.577  0.775
H  -2.333  1.838  -0.709
H  -0.945  0.669  1.452
H  -2.993  -1.065  0.824
H  -3.672  0.794  1.274
H  -2.884  -0.417  -1.233
H  1.077  -2.093  -1.930
H  0.501  -2.553  0.050
H  2.678  -2.678  0.151
H  3.254  -1.278  -0.915
H  1.807  -0.742  2.108
H  3.227  0.046  1.073
H  0.620  0.926  1.001
H  0.068  1.872  -0.829

SMILES: N[C@@H](CO)C(=O)N1CCC[C@H]1C(=O)O
Multiplicity: 1
Energy relative to the best compared isomer or geometry (same formula, charge and spin) in kcal per mole: 97.9
Total charge: 0
Lowest unoccupied orbital energy in eV: 0.3

Results of the Mulliken charge analysis, in e, for atoms 1 through 6: -0.559, -0.509, -0.461, -0.695, 0.868, -0.790